# 1
{
  "formula": "C24H64Cl2N17O39P",
  "method": "ωB97M-V with the def2-TZVPD basis set",
  "symbols": ["C", "C", "O", "C", "O", "C", "O", "C", "Cl", "C", "C", "Cl", "P", "O", "O", "H", "H", "H", "H", "H", "H", "H", "H", "H", "H", "H", "H", "H", "C", "N", "O", "O", "H", "H", "H", "C", "N", "O", "O", "H", "H", "H", "C", "N", "O", "O", "H", "H", "H", "C", "N", "O", "O", "H", "H", "H", "C", "N", "O", "O", "H", "H", "H", "C", "N", "O", "O", "H", "H", "H", "C", "N", "O", "O", "H", "H", "H", "C", "N", "O", "O", "H", "H", "H", "C", "N", "O", "O", "H", "H", "H", "C", "N", "O", "O", "H", "H", "H", "C", "N", "O", "O", "H", "H", "H", "C", "N", "O", "O", "H", "H", "H", "C", "N", "O", "O", "H", "H", "H", "C", "N", "O", "O", "H", "H", "H", "C", "N", "O", "O", "H", "H", "H", "C", "N", "O", "O", "H", "H", "H", "C", "N", "O", "O", "H", "H", "H"],
  "positions_angstrom": [[-1.94, 3.40, 4.11], [-0.80, 2.60, 3.46], [-1.28, 2.11, 2.20], [-0.33, 1.66, 1.30], [-1.05, 1.39, 0.08], [-2.33, 1.96, 0.06], [-2.53, 3.01, -0.47], [0.31, 0.28, 1.63], [1.56, 0.33, 2.90], [-0.72, -0.84, 1.90], [-0.01, -2.22, 1.79], [-1.46, -0.74, 3.53], [0.84, 3.08, 0.75], [2.07, 3.18, 1.85], [1.50, 2.52, -0.64], [-1.48, 4.19, 4.70], [-2.56, 3.89, 3.37], [-2.51, 2.79, 4.81], [-0.52, 1.81, 4.14], [0.05, 3.27, 3.35], [-3.14, 1.35, 0.46], [0.81, -0.03, 0.72], [-1.50, -0.79, 1.14], [0.93, -2.12, 1.24], [0.27, -2.52, 2.80], [-0.63, -2.96, 1.30], [2.82, 2.65, 1.54], [1.97, 1.67, -0.54], [3.56, -2.23, 5.85], [2.45, -2.64, 4.95], [2.66, -3.52, 4.15], [1.40, -2.04, 5.07], [4.42, -2.85, 5.62], [3.76, -1.18, 5.66], [3.22, -2.39, 6.87], [-5.44, 5.68, 6.61], [-4.86, 4.90, 5.49], [-3.92, 5.37, 4.88], [-5.37, 3.82, 5.26], [-4.90, 6.61, 6.71], [-6.49, 5.86, 6.37], [-5.36, 5.08, 7.50], [4.72, -0.67, -1.25], [4.01, -0.42, 0.03], [3.00, 0.28, -0.01], [4.45, -0.91, 1.04], [4.20, -0.16, -2.04], [5.73, -0.28, -1.14], [4.74, -1.74, -1.42], [8.03, 0.12, 1.47], [8.38, -0.37, 0.10], [7.65, -1.20, -0.40], [9.36, 0.10, -0.42], [7.13, -0.39, 1.79], [8.87, -0.11, 2.11], [7.87, 1.19, 1.40], [-7.46, 5.91, 11.11], [-6.80, 5.76, 9.79], [-6.78, 6.73, 9.05], [-6.33, 4.68, 9.53], [-7.83, 6.92, 11.20], [-8.27, 5.19, 11.16], [-6.71, 5.70, 11.87], [8.00, -1.21, -4.03], [6.55, -1.24, -4.37], [6.07, -0.26, -4.91], [5.93, -2.24, -4.07], [8.41, -0.26, -4.36], [8.09, -1.33, -2.96], [8.47, -2.03, -4.55], [0.60, -1.17, -2.74], [1.28, -2.49, -2.67], [1.06, -3.19, -1.71], [2.03, -2.77, -3.59], [-0.02, -1.06, -1.86], [1.36, -0.40, -2.78], [0.00, -1.16, -3.64], [1.06, -2.57, -7.34], [0.87, -1.20, -6.81], [0.21, -1.06, -5.80], [1.41, -0.29, -7.40], [0.53, -3.27, -6.70], [0.66, -2.58, -8.35], [2.13, -2.77, -7.35], [-2.45, -3.64, -4.52], [-2.03, -4.59, -5.59], [-1.05, -4.30, -6.24], [-2.70, -5.59, -5.73], [-1.76, -2.80, -4.53], [-3.46, -3.31, -4.76], [-2.43, -4.17, -3.58], [-1.28, -8.36, -4.23], [-1.25, -9.10, -2.94], [-1.49, -8.49, -1.92], [-1.00, -10.29, -3.00], [-1.52, -7.32, -4.02], [-0.29, -8.45, -4.68], [-2.04, -8.81, -4.85], [4.43, 0.92, -8.42], [4.97, 0.63, -9.77], [5.14, 1.56, -10.54], [5.22, -0.53, -10.03], [4.26, 1.99, -8.34], [3.49, 0.37, -8.32], [5.16, 0.59, -7.69], [-7.88, 1.97, 7.61], [-8.69, 2.84, 8.50], [-9.44, 3.65, 7.98], [-8.54, 2.70, 9.70], [-8.11, 2.22, 6.58], [-6.83, 2.17, 7.83], [-8.13, 0.94, 7.84], [-11.07, 6.49, 8.71], [-10.71, 6.82, 10.12], [-10.69, 7.99, 10.44], [-10.46, 5.88, 10.85], [-11.27, 7.42, 8.18], [-10.23, 5.95, 8.28], [-11.95, 5.86, 8.74], [11.66, -3.48, -2.04], [10.64, -3.07, -3.04], [9.92, -3.93, -3.49], [10.60, -1.90, -3.34], [11.58, -4.55, -1.87], [12.64, -3.22, -2.44], [11.46, -2.92, -1.13], [1.89, 2.53, -10.35], [1.36, 3.57, -9.42], [0.71, 4.47, -9.89], [1.64, 3.43, -8.25], [1.58, 2.77, -11.36], [2.97, 2.54, -10.27], [1.49, 1.57, -10.03], [-4.75, -11.75, -4.31], [-4.33, -10.73, -5.31], [-5.19, -10.15, -5.94], [-3.13, -10.56, -5.43], [-5.84, -11.80, -4.31], [-4.32, -12.70, -4.61], [-4.37, -11.43, -3.35], [-1.41, 6.25, 0.97], [-0.93, 6.58, 2.34], [-0.89, 7.75, 2.67], [-0.63, 5.65, 3.05], [-1.65, 7.17, 0.46], [-0.61, 5.71, 0.47], [-2.28, 5.61, 1.07]],
  "mulliken_charge": [-1.6019, -0.0874, -0.2628, 0.6863, -0.2817, -0.0272, -0.4597, 0.6830, -0.0395, 0.2173, -1.0901, -0.1723, 0.0630, -0.5943, -0.5329, 0.5090, 0.3087, 0.3761, 0.2732, 0.2486, 0.3862, -0.4950, 0.4229, 0.1567, 0.2873, 0.3377, 0.3642, 0.5032, -0.7984, 0.8979, -0.5352, -0.4399, 0.3168, 0.2708, 0.2963, -0.7503, 0.9046, -0.4979, -0.5592, 0.3452, 0.2930, 0.2660, -0.9459, 0.7037, -0.4790, -0.4901, 0.3902, 0.2382, 0.3596, -0.7672, 0.8907, -0.5063, -0.5304, 0.3085, 0.3145, 0.2928, -0.8224, 1.0043, -0.5645, -0.5363, 0.3403, 0.2864, 0.2764, -0.5846, 0.9326, -0.5560, -0.5278, 0.2857, 0.1209, 0.3517, -0.5170, 1.1246, -0.5890, -0.5870, 0.2219, 0.2626, 0.0905, -0.7782, 0.9285, -0.5422, -0.5782, 0.3060, 0.3406, 0.3151, -0.4834, 0.9675, -0.6067, -0.5422, 0.0021, 0.3068, 0.3030, -0.5125, 0.9246, -0.5516, -0.5328, 0.1687, 0.3033, 0.2083, -0.5664, 0.9779, -0.5579, -0.5682, 0.2826, 0.1790, 0.2986, -0.7565, 0.9288, -0.5443, -0.5045, 0.3125, 0.2861, 0.2858, -0.6238, 0.9099, -0.5357, -0.5262, 0.3152, 0.1857, 0.2810, -0.7530, 0.9037, -0.5194, -0.4955, 0.3152, 0.2990, 0.2560, -0.5111, 0.9129, -0.5548, -0.5149, 0.3257, 0.1619, 0.1899, -0.7107, 0.8837, -0.5215, -0.5489, 0.3073, 0.2858, 0.2867, -0.5912, 0.8640, -0.5717, -0.4313, 0.3120, 0.1645, 0.2687],
  "gap_ev": 7.5,
  "total_charge": 0,
  "e_lumo_ha": -0.0268
}

---

# 2
{
  "formula": "C19H15Cl3N2OS",
  "method": "ωB97M-V with the def2-TZVPD basis set",
  "symbols": ["C", "S", "C", "C", "C", "C", "C", "C", "C", "N", "C", "C", "H", "H", "H", "H", "H", "H", "H", "H", "H", "H", "H", "Cl", "C", "Cl", "C", "O", "C", "C", "C", "C", "C", "N", "C", "Cl", "C", "H", "H", "H", "H"],
  "positions_angstrom": [[0.58, -5.53, 0.44], [0.86, -3.78, 0.86], [2.40, -3.44, -0.10], [-0.26, -2.98, -0.37], [-1.75, -3.09, -0.14], [-2.56, -2.79, -1.25], [-3.92, -2.59, -1.12], [-4.52, -2.68, 0.14], [-5.94, -2.49, 0.25], [-7.10, -2.32, 0.30], [-3.74, -3.03, 1.25], [-2.36, -3.24, 1.11], [-0.40, -5.81, 0.83], [0.65, -5.68, -0.64], [1.36, -6.09, 0.96], [2.60, -2.37, -0.07], [3.20, -4.00, 0.39], [2.28, -3.79, -1.14], [0.04, -3.45, -1.32], [-2.07, -2.71, -2.22], [-4.52, -2.36, -2.01], [-4.22, -3.16, 2.22], [-1.78, -3.51, 1.99], [0.18, -1.31, -0.45], [2.42, 3.02, -1.55], [2.60, 1.89, -2.80], [1.11, 3.72, -1.45], [0.10, 3.37, -2.04], [1.12, 4.90, -0.50], [2.07, 4.90, 0.58], [2.07, 6.00, 1.45], [1.17, 7.02, 1.20], [0.14, 6.82, 0.25], [0.18, 5.82, -0.61], [3.07, 3.89, 0.61], [4.05, 3.55, 1.96], [3.36, 3.16, -0.56], [2.83, 6.07, 2.23], [1.17, 7.94, 1.78], [-0.71, 7.49, 0.18], [4.29, 2.63, -0.65]],
  "nbo_charge": [-0.7538, 0.8470, -0.7214, -0.3957, 0.0099, -0.2075, -0.1359, -0.1461, 0.2538, -0.2496, -0.1333, -0.2435, 0.2697, 0.2513, 0.2650, 0.2944, 0.2579, 0.2457, 0.2420, 0.2311, 0.2505, 0.2431, 0.2184, 0.1029, -0.2739, -0.0362, 0.4459, -0.6503, 0.0732, -0.0872, -0.1943, -0.2567, -0.0105, -0.3770, -0.1870, -0.0521, -0.1949, 0.2155, 0.2031, 0.1774, 0.2090],
  "gap_ev": 3.1,
  "total_charge": 0,
  "e_above_lowest_kcal_mol": 0.0,
  "e_lumo_ha": -0.0578
}

---

# 3
{
  "formula": "C71H76O8Si",
  "method": "ωB97M-V with the def2-TZVPD basis set",
  "symbols": ["C", "C", "C", "C", "C", "C", "C", "C", "C", "C", "C", "C", "C", "C", "C", "C", "C", "C", "C", "C", "C", "C", "C", "O", "C", "Si", "C", "C", "C", "C", "C", "O", "H", "H", "H", "H", "H", "H", "H", "H", "H", "H", "H", "H", "H", "H", "H", "H", "H", "H", "H", "H", "H", "H", "H", "H", "H", "H", "H", "H", "H", "H", "H", "H", "H", "H", "H", "H", "H", "H", "H", "H", "H", "H", "H", "H", "H", "H", "H", "H", "H", "H", "H", "H", "O", "C", "C", "C", "C", "C", "C", "C", "C", "O", "C", "C", "C", "C", "C", "C", "H", "H", "H", "H", "H", "H", "H", "H", "O", "C", "C", "C", "C", "C", "C", "C", "C", "O", "C", "C", "C", "C", "C", "C", "H", "H", "H", "H", "H", "H", "H", "H", "O", "C", "C", "C", "C", "C", "C", "C", "C", "O", "C", "C", "C", "C", "C", "C", "H", "H", "H", "H", "H", "H", "H", "H"],
  "positions_angstrom": [[4.02, -5.25, 5.70], [4.68, -3.94, 6.36], [6.28, -3.99, 6.49], [7.01, -4.76, 5.29], [6.60, -4.20, 3.83], [7.54, -2.92, 3.55], [6.74, -1.72, 2.82], [5.63, -1.20, 3.86], [5.43, 0.40, 3.81], [4.46, 0.77, 5.04], [3.11, 1.46, 4.46], [1.89, 1.03, 5.44], [0.80, 0.27, 4.51], [-0.24, 1.36, 3.97], [-1.72, 0.75, 3.72], [-2.56, 1.95, 3.01], [-3.99, 1.37, 2.58], [-5.13, 2.07, 3.52], [-5.98, 0.93, 4.32], [-7.01, 0.31, 3.26], [-7.79, -0.98, 3.76], [-8.72, -1.56, 2.84], [-9.50, -2.87, 3.28], [-9.82, -3.65, 2.35], [-9.78, -3.14, 4.81], [-11.30, -4.19, 5.30], [-11.15, -5.09, 6.98], [-12.83, -2.99, 5.30], [-11.75, -5.55, 4.00], [-8.86, -2.56, 5.74], [-7.65, -1.68, 5.16], [-6.63, -1.65, 5.88], [3.85, -5.09, 4.57], [3.00, -5.42, 6.16], [4.68, -6.18, 5.79], [4.38, -3.05, 5.69], [4.23, -3.83, 7.40], [6.66, -2.92, 6.47], [6.58, -4.51, 7.46], [8.14, -4.67, 5.36], [6.75, -5.88, 5.31], [6.80, -5.03, 3.07], [5.49, -3.96, 3.76], [8.46, -3.25, 2.98], [7.94, -2.47, 4.53], [6.30, -2.09, 1.84], [7.49, -0.86, 2.68], [4.66, -1.76, 3.63], [5.94, -1.54, 4.92], [6.44, 0.90, 3.93], [4.98, 0.61, 2.78], [4.91, 1.49, 5.79], [4.22, -0.19, 5.62], [3.31, 2.59, 4.48], [2.97, 1.10, 3.40], [1.47, 1.99, 5.89], [2.25, 0.39, 6.31], [0.33, -0.56, 5.13], [1.28, -0.20, 3.59], [-0.36, 2.24, 4.71], [0.07, 1.79, 2.96], [-2.14, 0.48, 4.74], [-1.66, -0.15, 3.03], [-1.90, 2.29, 2.14], [-2.61, 2.78, 3.78], [-4.15, 1.57, 1.47], [-4.00, 0.25, 2.78], [-4.70, 2.86, 4.21], [-5.82, 2.63, 2.78], [-6.50, 1.36, 5.23], [-5.21, 0.13, 4.58], [-6.37, -0.03, 2.36], [-7.74, 1.08, 2.85], [-8.86, -1.05, 1.84], [-10.92, -4.38, 7.84], [-10.33, -5.89, 6.95], [-12.13, -5.65, 7.19], [-13.79, -3.53, 5.01], [-12.63, -2.24, 4.45], [-12.93, -2.39, 6.25], [-10.86, -6.25, 3.86], [-11.97, -5.00, 3.02], [-12.71, -6.08, 4.30], [-8.99, -2.72, 6.86], [-4.48, 4.24, -3.54], [-4.85, 3.11, -3.82], [-4.54, 2.54, -5.16], [-3.81, 3.28, -6.07], [-3.48, 2.74, -7.31], [-3.89, 1.44, -7.63], [-4.63, 0.70, -6.73], [-4.97, 1.25, -5.49], [-5.78, 0.46, -4.54], [-6.20, -0.64, -4.85], [-6.07, 1.02, -3.20], [-6.81, 0.27, -2.28], [-7.06, 0.78, -1.01], [-6.58, 2.04, -0.65], [-5.86, 2.80, -1.57], [-5.61, 2.29, -2.85], [-3.49, 4.29, -5.83], [-2.91, 3.32, -8.02], [-3.62, 1.02, -8.59], [-4.95, -0.30, -6.98], [-7.18, -0.71, -2.55], [-7.62, 0.20, -0.29], [-6.76, 2.43, 0.34], [-5.49, 3.78, -1.29], [-2.38, 3.98, -10.83], [-2.50, 4.39, -11.97], [-3.67, 5.22, -12.36], [-4.62, 5.55, -11.40], [-5.70, 6.36, -11.75], [-5.82, 6.84, -13.05], [-4.88, 6.49, -14.01], [-3.80, 5.67, -13.67], [-2.82, 5.29, -14.70], [-2.96, 5.65, -15.86], [-1.64, 4.48, -14.31], [-0.69, 4.14, -15.27], [0.44, 3.41, -14.90], [0.61, 3.01, -13.58], [-0.35, 3.33, -12.63], [-1.48, 4.06, -12.99], [-4.53, 5.19, -10.38], [-6.44, 6.63, -11.00], [-6.65, 7.48, -13.32], [-4.98, 6.86, -15.03], [-0.81, 4.46, -16.30], [1.18, 3.15, -15.65], [1.49, 2.44, -13.29], [-0.21, 3.01, -11.60], [10.62, -1.73, 2.77], [11.75, -1.48, 2.37], [12.53, -2.49, 1.64], [11.98, -3.75, 1.39], [12.69, -4.69, 0.67], [13.97, -4.39, 0.19], [14.53, -3.15, 0.45], [13.82, -2.20, 1.18], [14.44, -0.88, 1.47], [15.58, -0.65, 1.12], [13.64, 0.14, 2.19], [14.20, 1.39, 2.43], [13.45, 2.37, 3.07], [12.14, 2.10, 3.47], [11.59, 0.85, 3.24], [12.34, -0.14, 2.60], [10.98, -3.99, 1.75], [12.26, -5.67, 0.47], [14.52, -5.13, -0.38], [15.53, -2.92, 0.08], [15.21, 1.61, 2.12], [13.88, 3.35, 3.26], [11.55, 2.87, 3.96], [10.57, 0.64, 3.55]],
  "mulliken_charge": [-1.0181, 0.0642, -0.5485, -0.7242, -0.1560, 0.0347, -0.8554, 0.1907, -0.7698, -0.3689, -0.6946, -0.7239, -0.6224, -0.5500, -0.5255, -0.6963, -0.3756, -0.7387, -0.7917, -0.0905, 0.2170, -0.4267, 0.1188, -0.5483, 0.4431, 0.1868, -0.9283, -0.9880, -0.8734, -0.4066, 0.2181, -0.5444, 0.2720, 0.3290, 0.1974, -0.2597, 0.4535, 0.2028, 0.3520, 0.3992, 0.2791, 0.3368, 0.0583, -0.2827, 0.1999, 0.3349, 0.2756, 0.1913, -0.1767, 0.2794, 0.2833, 0.3666, 0.1127, 0.3016, 0.3329, 0.3548, 0.4490, 0.3488, 0.2959, 0.2794, 0.1807, 0.2147, 0.2835, 0.4063, 0.2183, 0.2039, 0.3630, 0.4681, 0.1997, 0.4205, 0.2831, 0.2088, 0.3793, 0.2967, 0.2777, 0.2883, 0.2721, 0.2979, 0.2787, 0.3032, 0.2801, 0.2510, 0.2979, 0.2965, -0.6716, 0.5612, 0.2880, -0.6816, -0.4528, -0.6122, -0.5293, 0.1613, 0.5986, -0.6684, 0.1668, -0.7424, -0.1323, -0.3884, -0.8216, 0.2316, 0.4578, 0.5448, 0.4302, 0.4586, 0.4735, 0.4196, 0.4364, 0.4686, -0.6775, 0.5233, 0.1939, -0.5320, -0.5565, -0.4361, -0.6175, 0.3391, 0.5277, -0.6711, 0.1959, -0.5783, -0.4533, -0.5195, -0.4933, 0.2143, 0.5616, 0.4054, 0.3892, 0.4627, 0.4604, 0.3965, 0.4012, 0.4635, -0.6098, 0.3839, 0.2113, -0.2293, -0.6346, -0.4456, -0.6542, 0.3143, 0.5532, -0.6847, 0.3459, -0.6182, -0.4478, -0.5500, -0.5373, 0.0407, 0.4259, 0.4272, 0.3857, 0.4596, 0.4621, 0.3893, 0.4060, 0.5657],
  "gap_ev": 8.4,
  "total_charge": 0,
  "e_above_lowest_kcal_mol": 114.8,
  "e_lumo_ha": -0.0447,
  "smiles": "CCCCCCCCCCCCCCCCCCCCC1=CC(=O)C([Si](C)(C)C)=CC1=O.O=C1c2ccccc2C(=O)c2ccccc21.O=C1c2ccccc2C(=O)c2ccccc21.O=C1c2ccccc2C(=O)c2ccccc21"
}